<one>
This record from the OMol25 dataset describes a 9-piece molecular cluster, C28H79N5O9 overall. The level of theory is ωB97M-V/def2-TZVPD.

Kohn-Sham gap = 0.337 Ha
structure (SMILES) = COC[C@H](C)N.COC[C@H](C)N.COC[C@H](C)N.COC[C@H](C)N.COC[C@H](C)N.CC(C)O.CC(C)O.CO.CO
LUMO level = 0.416 eV

The geometry in ORCA input format:
```
! RIJCOSX wB97M-V def2-TZVPD def2/J DEFGRID3
* xyz 0 1
C 1.24784 0.22686 3.30805
O 0.63540 1.49626 3.32443
C 1.54769 2.56903 3.29172
C 2.23865 2.72460 4.63829
C 1.20751 2.88302 5.75413
N 3.17517 3.87767 4.66367
H 0.44740 -0.51183 3.28207
H 1.80977 -0.01011 4.21595
H 1.89759 0.10111 2.43941
H 2.27313 2.49262 2.47112
H 0.99414 3.49111 3.09653
H 2.89642 1.86497 4.81780
H 1.68194 3.10420 6.71113
H 0.55683 2.01633 5.84271
H 0.55884 3.73742 5.54210
H 3.96413 3.61859 4.07191
H 3.61029 3.93614 5.57960
C -5.18507 0.35521 7.22214
O -4.10300 0.28059 6.31059
C -4.55953 0.05187 4.98537
C -3.40266 0.32996 4.03994
C -2.76241 1.69283 4.30095
N -3.91047 0.37971 2.66267
H -5.92927 -0.41135 6.97772
H -5.55298 1.37972 7.24036
H -4.87682 0.03842 8.22110
H -4.88688 -0.99621 4.92717
H -5.43636 0.66266 4.74455
H -2.63411 -0.44828 4.09370
H -3.48452 2.48438 4.08390
H -1.94297 1.83506 3.59158
H -2.37901 1.85366 5.30582
H -4.43683 -0.45831 2.43923
H -3.14918 0.45144 1.99148
C 2.81628 -3.26338 -0.70722
O 3.11670 -4.62202 -0.91029
C 2.50135 -5.11890 -2.07489
C 2.92475 -6.54337 -2.35021
C 2.36035 -7.09349 -3.65853
N 2.44740 -7.39587 -1.22413
H 1.73493 -3.14334 -0.57998
H 3.14183 -2.63097 -1.53598
H 3.31050 -2.91807 0.19865
H 1.41582 -5.18811 -1.94060
H 2.70499 -4.50912 -2.96231
H 4.01606 -6.64432 -2.41711
H 2.67655 -6.55201 -4.55331
H 1.27046 -7.12276 -3.65693
H 2.75154 -8.10493 -3.78407
H 2.94208 -8.28516 -1.28530
H 2.91027 -6.96439 -0.41786
C -2.30205 3.81897 0.27058
O -1.35439 2.84489 -0.14359
C -0.11463 3.32779 -0.60635
C -0.17808 4.21992 -1.84824
C -0.50741 3.44640 -3.10208
N 1.10788 4.93304 -2.01359
H -2.68132 4.45754 -0.52774
H -1.84162 4.41331 1.06760
H -3.13308 3.25619 0.69610
H 0.40643 3.79203 0.24502
H 0.53274 2.47098 -0.81465
H -0.93031 4.99826 -1.66579
H 0.16039 2.61229 -3.31476
H -0.45250 4.12180 -3.96371
H -1.54568 3.11017 -3.13833
H 1.25201 5.52655 -1.19566
H 0.93463 5.63609 -2.73153
C 3.18578 2.14958 0.20445
O 3.14526 1.38681 -0.96999
C 4.12747 1.74302 -1.93902
C 3.89576 0.86234 -3.17175
C 4.96426 1.15306 -4.22056
N 2.59982 1.25027 -3.77883
H 3.17259 3.22891 0.00308
H 4.06755 1.93513 0.81876
H 2.27322 1.89321 0.74242
H 3.87702 2.77249 -2.21988
H 5.12833 1.61721 -1.51476
H 3.81951 -0.19735 -2.94933
H 5.97822 0.96587 -3.85257
H 4.95568 2.16047 -4.63492
H 4.86371 0.44907 -5.04939
H 1.92617 1.24404 -3.00866
H 2.62110 2.22639 -4.06388
C -5.29532 0.35667 -1.85975
C -4.21655 -0.33551 -2.70255
C -3.17706 0.68555 -3.18710
O -3.53347 -1.23851 -1.82836
H -5.80583 1.16921 -2.38589
H -4.86622 0.82492 -0.97086
H -6.01871 -0.39527 -1.54738
H -4.71292 -0.86614 -3.51139
H -2.85225 1.23652 -2.29998
H -3.60616 1.42534 -3.86929
H -2.30375 0.23038 -3.65010
H -3.01875 -0.71550 -1.19428
C -1.12283 -1.65691 1.23756
C -0.88843 -0.40878 0.41832
C -0.27744 -0.67082 -0.95297
O -2.11011 0.31006 0.31618
H -1.46947 -1.41519 2.24854
H -0.20285 -2.19839 1.47581
H -1.87305 -2.32205 0.80846
H -0.16254 0.20382 0.97929
H -0.27721 0.18442 -1.62783
H -0.74677 -1.50752 -1.48525
H 0.74563 -1.05733 -0.86083
H -1.89152 1.25491 0.11742
C -0.76358 -5.03176 -0.54099
O -1.53957 -5.89599 -1.36260
H -0.38182 -4.19159 -1.12680
H -1.41139 -4.61678 0.23772
H 0.03625 -5.58862 -0.06200
H -2.25639 -5.38042 -1.74162
C 0.55459 -1.44051 -4.77322
O 1.61187 -0.82788 -5.47590
H -0.24213 -1.68155 -5.47978
H 0.86096 -2.39342 -4.33225
H 0.13762 -0.78867 -4.00279
H 1.97018 -0.08255 -4.94486
*
```

***

<two>
This record from the OMol25 dataset describes a 9-piece molecular cluster, C28H79N5O9 overall. The level of theory is ωB97M-V/def2-TZVPD.

Kohn-Sham gap = 0.346 Ha
structure (SMILES) = COC[C@H](C)N.COC[C@H](C)N.COC[C@H](C)N.COC[C@H](C)N.COC[C@H](C)N.CCO.CCO.CCO.CCO
LUMO level = 0.299 eV

The geometry in ORCA input format:
```
! RIJCOSX wB97M-V def2-TZVPD def2/J DEFGRID3
* xyz 0 1
C -5.01566 1.49831 9.26399
O -4.86660 1.76148 7.91018
C -4.39033 3.06089 7.69638
C -4.32073 3.45584 6.18131
C -3.53423 2.54561 5.27025
N -3.86913 4.78623 6.09146
H -4.09320 1.19335 9.75811
H -5.68054 0.63539 9.22679
H -5.60548 2.21342 9.83744
H -5.13467 3.71900 8.14464
H -3.48339 3.24001 8.27385
H -5.30956 3.53010 5.72878
H -3.48786 1.47741 5.48218
H -2.46759 2.76920 5.29015
H -3.91475 2.72815 4.26527
H -4.16149 5.11514 5.18237
H -4.54954 5.18942 6.71963
C 8.10993 4.31007 -2.93911
O 9.40451 3.65204 -2.67979
C 9.87873 3.75130 -1.32710
C 10.77778 4.98789 -1.02506
C 11.89040 5.17268 -2.07900
N 11.28101 4.78186 0.37148
H 8.16972 5.38303 -2.75672
H 7.26562 3.88411 -2.39709
H 7.83418 4.35205 -3.99282
H 9.12400 3.69026 -0.54304
H 10.27871 2.77059 -1.06959
H 10.12773 5.86283 -1.02152
H 11.40232 5.34757 -3.03780
H 12.37723 4.24853 -2.39050
H 12.66740 5.92986 -1.97381
H 12.06008 4.14216 0.43419
H 11.76168 5.63765 0.60957
C -1.29037 -2.07559 1.72580
O 0.12338 -1.75773 1.93226
C 0.71320 -0.65046 1.30367
C 0.71754 -0.64414 -0.26841
C 1.55011 0.46412 -0.85170
N -0.63058 -0.53036 -0.93691
H -1.44563 -2.79564 0.92236
H -1.85127 -1.19769 1.40517
H -1.65460 -2.50459 2.65929
H 0.08620 0.15875 1.67805
H 1.70635 -0.45425 1.70769
H 1.25907 -1.55818 -0.51210
H 1.25564 1.41993 -0.41833
H 1.54652 0.60962 -1.93194
H 2.57617 0.29503 -0.52500
H -0.72435 0.42126 -1.26207
H -0.58898 -0.98311 -1.83879
C -7.30104 -7.10184 2.62656
O -6.19251 -7.37878 1.87347
C -6.18197 -6.67354 0.55368
C -7.21777 -7.10410 -0.54349
C -6.85329 -8.45742 -1.04957
N -7.29995 -6.15326 -1.65556
H -7.62799 -6.06204 2.63055
H -7.15838 -7.35790 3.67641
H -8.07164 -7.64880 2.08331
H -6.43336 -5.63740 0.78024
H -5.18321 -6.72984 0.12077
H -8.18436 -7.07684 -0.04044
H -7.24511 -8.72821 -2.03000
H -6.90584 -9.25650 -0.31010
H -5.80180 -8.40023 -1.33099
H -6.46123 -6.13524 -2.21799
H -7.41222 -5.21868 -1.28939
C -0.66663 7.61526 -3.79249
O -1.87933 8.12423 -3.20122
C -2.98996 7.23373 -3.43752
C -2.80597 5.95042 -2.44767
C -4.10666 5.11477 -2.40875
N -2.43569 6.31552 -1.07332
H 0.00668 8.46389 -3.67174
H -0.68833 7.32099 -4.84178
H -0.17830 6.80491 -3.25122
H -3.87129 7.68402 -2.98080
H -3.21520 7.08853 -4.49407
H -1.96028 5.42084 -2.88636
H -4.46429 5.09269 -3.43817
H -4.87979 5.45341 -1.71904
H -3.81630 4.14867 -1.99589
H -1.66112 6.94071 -1.24444
H -3.13334 7.02210 -0.88855
C 1.33677 -6.33804 5.93694
C 2.07014 -5.06092 5.76631
O 2.54440 -5.02756 4.42864
H 0.27347 -6.22709 5.72438
H 1.48207 -6.82156 6.90296
H 1.77389 -7.12300 5.31980
H 2.87957 -4.89276 6.47669
H 1.42121 -4.18526 5.78077
H 2.15091 -4.31319 3.92224
C 6.43309 -3.15385 0.36061
C 7.22866 -2.48841 -0.79025
O 6.74733 -2.70980 -2.07140
H 6.62023 -2.57593 1.26565
H 6.86250 -4.14495 0.50695
H 5.38945 -3.43318 0.21609
H 8.28798 -2.72446 -0.68909
H 6.97892 -1.43291 -0.68231
H 7.41384 -2.74332 -2.76151
C -1.66630 -5.18987 -3.99210
C -0.22093 -4.76795 -4.40653
O 0.40214 -5.63482 -5.28413
H -2.35381 -4.88345 -4.78048
H -2.12747 -4.75568 -3.10502
H -1.66017 -6.21811 -3.63047
H 0.34754 -4.65717 -3.48313
H -0.23683 -3.74980 -4.79539
H 0.00951 -5.50332 -6.15025
C -2.47031 1.29171 -6.44979
C -1.16488 1.90347 -6.94962
O -0.18492 1.99353 -5.87729
H -3.37637 1.42424 -7.04104
H -2.69220 1.61133 -5.43159
H -2.38858 0.21401 -6.30845
H -1.42724 2.92302 -7.23208
H -0.85238 1.28095 -7.78802
H 0.57196 2.39953 -6.30613
*
```

***

Ranked by calculated energy, most stable first: <one>, <two>.

***

<one>
This record from the OMol25 dataset describes a 2-piece molecular cluster, CH5NOS2 overall. The level of theory is ωB97M-V/def2-TZVPD.

Kohn-Sham gap = 0.316 Ha
structure (SMILES) = NC=O.SS
LUMO level = 0.034 eV

The geometry in ORCA input format:
```
! RIJCOSX wB97M-V def2-TZVPD def2/J DEFGRID3
* xyz 0 1
N 1.85734 1.61924 2.36894
C 2.42693 0.82591 1.37367
O 2.53756 1.05972 0.14897
H 1.58457 2.55664 2.04855
H 1.98978 1.38088 3.36916
H 2.77643 -0.14544 1.77974
S -1.63035 -1.92739 -0.91978
S -1.66923 0.23768 -1.13596
H -0.63696 -1.75143 -0.20899
H -0.78402 0.22678 -0.11287
*
```

***

<two>
This record from the OMol25 dataset describes a 2-piece molecular cluster, CH5NOS2 overall. The level of theory is ωB97M-V/def2-TZVPD.

Kohn-Sham gap (alpha / beta) = 0.215 / 0.345 Ha
LUMO level (alpha / beta) = -1.563 / 0.120 eV

The geometry in ORCA input format:
```
! RIJCOSX wB97M-V def2-TZVPD def2/J DEFGRID3
* xyz 0 1
C -0.56488 1.14877 0.65134
N -0.03237 0.25545 -1.76925
O 0.65336 -1.55752 0.62736
S -1.05135 -0.06848 -0.59165
S 2.13764 -0.82535 0.48044
H -0.35852 2.06932 0.20648
H 0.08751 0.47944 1.35458
H -1.54297 1.36698 1.16080
H -0.05191 -0.44102 -2.62023
H 0.72349 -2.42759 0.50014
*
```

***

Ranked by calculated energy, most stable first: <one>, <two>.

***

<one>
This record from the OMol25 dataset describes a 2-piece molecular cluster, CH5Cl2PSi overall. The level of theory is ωB97M-V/def2-TZVPD.

Kohn-Sham gap = 0.297 Ha
LUMO level = -0.434 eV

The geometry in ORCA input format:
```
! RIJCOSX wB97M-V def2-TZVPD def2/J DEFGRID3
* xyz 0 1
C 1.81922 0.99698 0.34297
Si -0.22260 -0.63101 -0.52366
P -2.50255 -0.10382 -0.39510
Cl 0.23831 -1.11243 -2.44883
Cl 0.19340 -2.18103 0.68569
H 2.33884 0.12615 -0.03762
H 2.18454 1.86256 -0.11207
H 1.68034 1.16312 1.37798
H -2.91720 -1.09837 0.44629
H -2.81230 0.97785 0.66434
*
```

***

<two>
This record from the OMol25 dataset describes one molecule with the formula CH5Cl2PSi. The level of theory is ωB97M-V/def2-TZVPD.

Kohn-Sham gap = 0.389 Ha
structure (SMILES) = C[Si](P)(Cl)Cl
LUMO level = 0.297 eV

The geometry in ORCA input format:
```
! RIJCOSX wB97M-V def2-TZVPD def2/J DEFGRID3
* xyz 0 1
C 0.79520 -0.59826 1.29488
Si -0.50620 0.01133 0.00873
P 0.35746 0.71827 -1.93391
Cl -1.31695 -2.03773 -0.91153
Cl -2.28015 0.95964 0.68126
H 1.33960 0.23518 1.89046
H 0.31158 -1.25891 1.84978
H 1.54679 -1.25636 0.90031
H -0.81668 1.32309 -2.34141
H 0.56935 1.90375 -1.43857
*
```

***

Ranked by calculated energy, most stable first: <two>, <one>.

***

<one>
This record from the OMol25 dataset describes one molecule with the formula C6H7P. The level of theory is ωB97M-V/def2-TZVPD.

Kohn-Sham gap (alpha / beta) = 0.275 / 0.256 Ha
LUMO level (alpha / beta) = -0.438 / -0.979 eV

The geometry in ORCA input format:
```
! RIJCOSX wB97M-V def2-TZVPD def2/J DEFGRID3
* xyz 0 1
C 1.34939 0.21004 -0.79261
C 0.63718 0.85936 0.29147
C -0.77280 -1.41313 -1.27434
C 0.56030 2.19694 0.51004
C -1.85080 -2.04904 -0.79227
C 0.17121 -0.06314 1.24710
P 0.71753 -0.94209 -1.87262
H 2.38277 0.59721 -0.89381
H 0.11277 2.60158 1.37440
H 0.71023 3.02459 -0.20549
H -2.82727 -1.67152 -1.00139
H -1.63682 -2.72570 -0.00112
H 0.72039 -1.05507 1.24435
H -0.27408 0.42998 2.16628
*
```

***

<two>
This record from the OMol25 dataset describes a 2-piece molecular cluster, C6H7P overall. The level of theory is ωB97M-V/def2-TZVPD.

Kohn-Sham gap = 0.337 Ha
structure (SMILES) = C=C=PC=C.C#C
LUMO level = 0.421 eV

The geometry in ORCA input format:
```
! RIJCOSX wB97M-V def2-TZVPD def2/J DEFGRID3
* xyz 0 1
C -1.76312 1.21048 -2.56559
C -1.32732 0.32530 -1.75318
P -0.52095 -0.78466 -0.91006
C 0.55668 0.58904 -0.16769
C 1.70936 0.14932 0.28793
H -2.44614 1.99810 -2.26572
H -1.26512 1.30344 -3.59213
H 0.26121 1.57631 -0.32340
H 2.41442 0.77226 0.87794
H 1.89166 -0.87434 0.25836
C 0.65078 -1.80231 2.71246
C -0.40041 -1.37215 2.27587
H 1.68928 -1.99997 2.88818
H -1.45033 -1.09081 2.27704
*
```

***

Ranked by calculated energy, most stable first: <two>, <one>.